{
  "formula": "C43H48BrN4O2Ru",
  "method": "ωB97M-V with the def2-TZVPD basis set",
  "elements": ["Ru", "C", "C", "C", "C", "C", "C", "C", "N", "C", "C", "C", "C", "C", "C", "C", "C", "C", "C", "N", "C", "C", "C", "N", "C", "C", "C", "C", "C", "C", "C", "C", "C", "C", "C", "C", "C", "C", "N", "C", "C", "H", "H", "H", "H", "H", "H", "H", "H", "H", "H", "H", "H", "H", "H", "H", "H", "H", "H", "H", "H", "H", "H", "H", "H", "H", "H", "H", "H", "H", "H", "H", "H", "H", "H", "H", "H", "H", "H", "H", "H", "H", "H", "H", "H", "Br", "C", "C", "C", "C", "C", "C", "C", "O", "O", "H", "H", "H", "H"],
  "coordinates": [[-0.083569, -0.109320, 0.457189], [-4.138939, -4.730166, 1.312958], [-4.336713, -3.432698, 2.105701], [-3.655514, -2.268593, 1.458948], [-4.183360, -1.356242, 0.590035], [-5.592029, -1.248357, 0.101372], [-6.380489, -0.147952, 0.821249], [-3.113628, -0.467202, 0.225999], [-1.966730, -0.834661, 0.875665], [-2.265503, -1.932784, 1.615820], [-1.344539, -2.625434, 2.440271], [-0.045676, -2.275355, 2.625216], [0.865387, -2.913528, 3.587142], [0.530580, -4.086627, 4.450290], [0.865724, -5.416268, 3.764273], [2.031612, -2.254468, 3.527433], [1.878491, -1.191964, 2.526950], [2.847033, -0.292362, 2.213091], [2.736083, 0.770151, 1.296337], [1.611212, 1.077950, 0.580847], [1.943116, 2.093375, -0.254906], [1.076355, 2.658001, -1.223373], [-0.227851, 2.324996, -1.392267], [-0.908053, 1.359913, -0.688290], [-2.215694, 1.400397, -1.118849], [-3.224969, 0.590578, -0.698586], [-2.357785, 2.432841, -2.154306], [-1.145375, 2.975465, -2.340503], [-0.761616, 4.061800, -3.291039], [-0.778112, 5.443136, -2.623501], [-3.621191, 2.743578, -2.888777], [-3.869238, 1.762030, -4.041361], [3.311372, 2.487540, -0.033958], [3.804672, 1.660144, 0.934155], [5.147219, 1.715229, 1.593159], [5.137665, 2.642989, 2.815351], [4.031397, 3.585506, -0.753813], [4.967558, 3.064625, -1.849622], [0.615339, -1.258337, 1.975816], [3.246259, -2.468309, 4.371222], [3.312112, -1.471934, 5.536493], [-4.637646, -5.569097, 1.800868], [-3.077871, -4.966791, 1.218252], [-4.545480, -4.626433, 0.306046], [-3.954946, -3.563511, 3.121037], [-5.403324, -3.219613, 2.200627], [-6.096921, -2.206041, 0.239718], [-5.590973, -1.053421, -0.974428], [-6.433883, -0.354496, 1.891185], [-7.398535, -0.080313, 0.434855], [-5.898711, 0.822657, 0.694711], [-1.711358, -3.477945, 2.994309], [-0.530759, -4.067616, 4.705542], [1.077684, -4.008272, 5.391481], [0.307094, -5.521960, 2.833172], [0.619291, -6.259314, 4.410831], [1.928138, -5.466994, 3.522387], [3.798543, -0.417160, 2.711723], [1.474262, 3.425805, -1.871483], [-4.196724, 0.758578, -1.143410], [-1.449146, 4.054494, -4.138546], [0.232995, 3.857707, -3.694278], [-1.780219, 5.680343, -2.263229], [-0.471748, 6.219983, -3.324985], [-0.102365, 5.466171, -1.767398], [-3.570168, 3.760667, -3.280052], [-4.465031, 2.717414, -2.195112], [-3.055939, 1.814772, -4.767640], [-4.803025, 1.992560, -4.555167], [-3.920868, 0.735597, -3.675588], [5.893368, 2.062308, 0.876738], [5.456484, 0.715389, 1.902822], [4.916986, 3.669058, 2.517571], [6.102095, 2.634032, 3.325271], [4.368464, 2.332467, 3.524814], [4.601330, 4.177580, -0.032423], [3.306825, 4.266562, -1.202418], [5.759716, 2.443353, -1.430728], [5.434623, 3.893207, -2.384355], [4.417139, 2.455199, -2.568192], [4.144987, -2.374545, 3.757019], [3.240051, -3.486799, 4.761058], [3.305961, -0.445484, 5.167968], [4.216692, -1.620265, 6.127090], [2.449272, -1.596354, 6.192350], [3.369718, -2.151345, -3.337072], [1.927448, -1.235565, -4.154567], [2.061165, -0.921508, -5.499972], [1.043337, -0.250059, -6.158988], [-0.116691, 0.091656, -5.479243], [-0.249075, -0.247230, -4.142990], [0.771512, -0.903356, -3.456993], [0.551673, -1.121352, -1.980536], [-0.621450, -1.346612, -1.593689], [1.509681, -0.947547, -1.188733], [2.963665, -1.203520, -6.024230], [1.158552, -0.004055, -7.206997], [-0.915529, 0.613792, -5.991595], [-1.152960, -0.014424, -3.594276]],
  "forces_ev_per_a": [[0.08, -0.10, -0.31], [-0.01, 0.04, 0.04], [0.04, -0.04, -0.08], [-0.03, -0.07, 0.09], [-0.01, 0.06, -0.05], [-0.02, 0.07, 0.05], [0.01, -0.06, -0.03], [-0.04, -0.12, 0.07], [0.10, 0.06, -0.14], [-0.03, 0.01, 0.04], [-0.13, -0.09, 0.04], [0.00, 0.08, -0.20], [0.02, -0.09, 0.08], [-0.05, -0.06, -0.09], [-0.03, 0.04, 0.03], [0.02, -0.01, 0.09], [-0.07, 0.01, -0.21], [0.12, -0.01, 0.14], [0.01, 0.10, -0.19], [0.00, -0.16, 0.17], [0.07, 0.02, -0.04], [0.13, 0.10, -0.05], [0.01, -0.11, 0.15], [-0.23, 0.27, -0.04], [0.11, -0.19, 0.02], [-0.09, 0.06, -0.05], [-0.01, 0.08, -0.02], [0.00, 0.03, -0.08], [0.03, 0.07, 0.10], [0.02, -0.07, -0.03], [-0.02, -0.14, -0.04], [0.01, 0.04, 0.05], [-0.03, 0.09, -0.07], [0.00, 0.01, 0.13], [-0.06, 0.08, 0.05], [0.00, -0.05, -0.04], [0.03, -0.07, -0.02], [-0.03, 0.01, -0.01], [0.13, -0.02, 0.39], [0.02, 0.13, 0.02], [0.00, -0.05, -0.06], [0.01, 0.00, 0.00], [-0.01, 0.00, -0.01], [0.01, -0.01, 0.00], [-0.03, 0.01, 0.02], [0.00, -0.01, 0.02], [0.01, -0.01, -0.02], [-0.01, -0.02, -0.01], [0.01, 0.01, 0.00], [0.01, 0.01, 0.00], [-0.01, 0.00, 0.01], [-0.07, 0.02, -0.02], [0.01, 0.02, 0.04], [0.00, -0.01, 0.01], [0.01, 0.00, 0.00], [0.00, 0.00, -0.01], [-0.01, 0.00, -0.01], [0.01, 0.08, -0.02], [0.06, 0.00, 0.05], [-0.02, -0.07, 0.04], [0.01, 0.00, -0.02], [-0.01, -0.01, -0.03], [0.01, 0.01, 0.01], [0.00, 0.00, 0.01], [-0.01, 0.01, 0.00], [-0.01, 0.02, 0.02], [-0.01, 0.03, 0.00], [-0.01, 0.00, 0.00], [0.00, -0.01, -0.01], [0.00, 0.00, -0.01], [0.02, 0.00, -0.01], [0.02, -0.03, -0.05], [-0.01, 0.00, 0.01], [0.00, 0.01, 0.00], [0.02, 0.00, 0.01], [0.02, 0.00, -0.02], [-0.01, 0.05, 0.05], [-0.02, -0.02, 0.00], [0.01, -0.01, -0.01], [0.00, 0.01, 0.00], [0.00, -0.02, -0.01], [0.02, -0.02, -0.02], [0.00, 0.00, 0.02], [0.00, 0.00, 0.00], [0.00, 0.02, 0.00], [0.00, -0.03, -0.01], [0.01, 0.08, 0.00], [-0.01, 0.00, -0.02], [0.02, -0.01, 0.00], [-0.01, 0.01, 0.03], [-0.02, -0.02, -0.07], [-0.01, -0.07, 0.05], [0.04, -0.10, -0.05], [-0.02, 0.07, 0.07], [-0.11, 0.09, 0.04], [0.00, 0.00, 0.00], [0.00, 0.01, 0.01], [0.00, -0.02, 0.01], [0.01, 0.01, 0.01]],
  "e_lumo_ev": [-0.5, -2.5],
  "molar_mass_g_mol": 833.9,
  "de_lowest_kcal_mol": 0.0,
  "e_homo_ev": [-5.2, -7.5],
  "total_charge": 0,
  "gap_ev": [4.7438, 4.9753],
  "energy_ev": -128051.417,
  "multiplicity": 6
}

---

{
  "formula": "C43H48BrN4O2Ru",
  "method": "ωB97M-V with the def2-TZVPD basis set",
  "elements": ["Ru", "C", "C", "C", "C", "C", "C", "C", "N", "C", "C", "C", "C", "C", "C", "C", "C", "C", "C", "N", "C", "C", "C", "N", "C", "C", "C", "C", "C", "C", "C", "C", "C", "C", "C", "C", "C", "C", "N", "C", "C", "H", "H", "H", "H", "H", "H", "H", "H", "H", "H", "H", "H", "H", "H", "H", "H", "H", "H", "H", "H", "H", "H", "H", "H", "H", "H", "H", "H", "H", "H", "H", "H", "H", "H", "H", "H", "H", "H", "H", "H", "H", "H", "H", "H", "Br", "C", "C", "C", "C", "C", "C", "C", "O", "O", "H", "H", "H", "H"],
  "coordinates": [[-0.064915, -0.164435, 0.434934], [-4.238715, -4.751535, 1.227834], [-4.364315, -3.481835, 2.072934], [-3.668715, -2.328035, 1.429734], [-4.195115, -1.385935, 0.599934], [-5.603715, -1.245935, 0.121034], [-6.355815, -0.148435, 0.880734], [-3.110215, -0.489735, 0.247134], [-1.957715, -0.888035, 0.868634], [-2.258415, -2.014935, 1.576734], [-1.363415, -2.713735, 2.355134], [-0.019415, -2.365435, 2.562434], [0.833285, -2.958035, 3.534934], [0.498985, -4.079135, 4.459934], [0.912585, -5.437535, 3.887334], [2.036385, -2.262535, 3.476134], [1.884185, -1.269535, 2.474534], [2.881485, -0.335435, 2.132334], [2.766485, 0.709265, 1.250434], [1.640885, 1.020565, 0.536034], [1.986385, 2.010665, -0.336666], [1.153585, 2.548665, -1.290166], [-0.202615, 2.234265, -1.453166], [-0.878615, 1.299565, -0.713466], [-2.191815, 1.389565, -1.085466], [-3.230315, 0.565565, -0.621866], [-2.354515, 2.389665, -2.082266], [-1.090415, 2.894365, -2.346466], [-0.723715, 3.956165, -3.327766], [-0.691815, 5.330965, -2.656966], [-3.642715, 2.782865, -2.723466], [-4.028515, 1.823165, -3.854266], [3.357985, 2.421765, -0.100166], [3.838285, 1.618765, 0.887434], [5.152385, 1.723265, 1.585434], [5.055985, 2.751565, 2.717334], [4.044585, 3.567465, -0.774866], [5.124585, 3.147665, -1.773966], [0.636385, -1.349635, 1.912834], [3.219685, -2.411035, 4.371334], [3.182385, -1.342735, 5.470134], [-4.751215, -5.582635, 1.707434], [-3.192815, -5.014335, 1.093434], [-4.681115, -4.593135, 0.247034], [-3.941115, -3.657935, 3.064034], [-5.421415, -3.238635, 2.200734], [-6.133215, -2.193535, 0.241134], [-5.603515, -1.007535, -0.945066], [-6.408515, -0.389335, 1.940434], [-7.371615, -0.054835, 0.500534], [-5.849215, 0.808465, 0.772634], [-1.730115, -3.577035, 2.890334], [-0.572315, -4.088435, 4.664734], [1.012985, -3.920335, 5.411234], [0.394685, -5.630935, 2.951434], [0.671785, -6.233535, 4.589034], [1.982585, -5.458035, 3.696334], [3.843785, -0.483935, 2.597334], [1.553785, 3.305765, -1.945466], [-4.203515, 0.754465, -1.048066], [-1.456015, 3.963665, -4.137166], [0.251885, 3.737365, -3.768266], [-1.673715, 5.574065, -2.258566], [-0.403815, 6.100865, -3.367966], [0.020485, 5.329765, -1.836666], [-3.556115, 3.795365, -3.123566], [-4.438315, 2.793765, -1.974466], [-3.268215, 1.832965, -4.632366], [-4.980015, 2.119265, -4.293966], [-4.119915, 0.805265, -3.478966], [5.926785, 2.037765, 0.883234], [5.445885, 0.755165, 1.993234], [4.855585, 3.741565, 2.312234], [5.984485, 2.788865, 3.282634], [4.240585, 2.497765, 3.389434], [4.502485, 4.201465, -0.010166], [3.300685, 4.172365, -1.294866], [5.935385, 2.623965, -1.275266], [5.541685, 4.024565, -2.265266], [4.713885, 2.485265, -2.530066], [4.143185, -2.308035, 3.796834], [3.221885, -3.402435, 4.827834], [3.156985, -0.350635, 5.025834], [4.057885, -1.413835, 6.112534], [2.291685, -1.467135, 6.083134], [3.286985, -2.193035, -3.274266], [1.919985, -1.224535, -4.161266], [2.088985, -0.913035, -5.502366], [1.113485, -0.183435, -6.160766], [-0.029015, 0.226765, -5.490866], [-0.209315, -0.125735, -4.167866], [0.763385, -0.854135, -3.491866], [0.542085, -1.113335, -2.026766], [-0.620415, -1.361735, -1.641666], [1.516385, -1.004435, -1.251166], [2.983585, -1.232535, -6.017966], [1.252585, 0.062565, -7.204566], [-0.773815, 0.815565, -6.002366], [-1.101115, 0.155365, -3.627266]],
  "forces_ev_per_a": [[-0.01, -0.17, -0.44], [-0.09, 0.07, 0.18], [0.07, -0.04, -0.22], [0.41, 0.11, 0.21], [0.28, 0.21, -0.18], [0.04, 0.15, 0.18], [-0.04, -0.16, -0.13], [-0.05, -1.30, 0.94], [0.03, 0.03, -0.21], [-1.24, 0.78, -0.80], [2.52, -0.41, 1.11], [-2.68, 0.08, -1.08], [2.58, 0.41, 0.87], [0.05, -0.10, -0.08], [-0.07, 0.09, 0.10], [-1.47, -2.08, 1.06], [1.17, 2.08, -1.51], [-0.99, -2.10, 1.35], [-0.03, 1.26, -1.15], [0.09, -0.27, 0.00], [1.09, -0.43, 1.24], [-2.54, 0.23, -1.26], [2.75, -0.10, 1.12], [-0.14, 0.12, 0.27], [-1.10, -2.12, 1.35], [1.01, 2.05, -1.44], [1.44, 1.81, -1.26], [-2.53, -0.09, -0.65], [-0.04, 0.04, 0.15], [0.03, -0.08, -0.13], [0.02, -0.15, -0.13], [-0.07, 0.12, 0.11], [-0.47, 0.00, -0.11], [-0.19, -0.35, 0.09], [-0.13, 0.17, 0.05], [0.15, -0.11, -0.07], [0.09, -0.12, -0.02], [-0.10, 0.06, 0.08], [0.09, 0.25, 0.10], [-0.09, 0.13, 0.10], [0.11, -0.12, -0.03], [-0.02, -0.13, 0.01], [0.11, -0.07, -0.08], [0.01, -0.02, -0.11], [-0.11, 0.01, 0.06], [0.03, 0.01, 0.11], [0.06, -0.01, -0.07], [-0.03, -0.09, -0.05], [0.01, 0.02, 0.10], [-0.08, 0.09, 0.00], [0.00, 0.09, 0.04], [-0.02, -0.01, 0.06], [0.00, 0.07, 0.09], [-0.09, 0.02, 0.00], [-0.02, -0.05, -0.12], [-0.01, -0.09, 0.02], [0.10, -0.04, -0.06], [0.02, 0.05, 0.13], [0.03, 0.03, -0.07], [-0.09, 0.01, 0.02], [0.06, -0.04, -0.05], [-0.05, -0.05, -0.04], [-0.07, 0.08, 0.08], [0.03, 0.12, -0.05], [0.06, 0.08, 0.13], [-0.03, 0.00, 0.07], [0.03, 0.09, 0.01], [0.06, -0.04, -0.09], [-0.04, -0.03, -0.06], [0.01, -0.08, -0.04], [0.01, -0.12, 0.01], [0.09, -0.01, -0.06], [-0.02, 0.08, 0.01], [0.06, 0.07, 0.11], [-0.07, -0.03, 0.14], [-0.07, 0.08, -0.04], [0.04, 0.11, 0.09], [0.09, -0.09, 0.02], [0.06, 0.04, -0.07], [-0.05, -0.09, -0.12], [-0.01, -0.10, -0.01], [0.04, -0.01, -0.09], [-0.02, 0.12, 0.03], [0.05, 0.01, 0.06], [-0.06, 0.04, 0.06], [0.12, -0.07, -0.30], [0.03, -0.02, -0.01], [0.07, -0.04, 0.06], [0.07, 0.02, -0.08], [0.01, 0.00, -0.05], [0.07, -0.08, -0.04], [0.04, 0.00, 0.24], [0.17, -0.39, -0.34], [-0.44, 0.12, 0.21], [-0.04, 0.34, 0.47], [0.01, -0.01, -0.01], [0.01, 0.04, -0.04], [-0.13, 0.05, -0.09], [-0.08, 0.00, 0.05]],
  "e_lumo_ev": [-1.1, -2.7],
  "molar_mass_g_mol": 833.9,
  "de_lowest_kcal_mol": 16.4,
  "e_homo_ev": [-4.7, -7.4],
  "total_charge": 0,
  "gap_ev": [3.6935, 4.7300],
  "energy_ev": -128050.707,
  "multiplicity": 6
}

---

Q: What is the multiplicity in the first record?
A: 6